Density functional theory data (ωB97M-V with the def2-TZVPD basis set) for an isolated molecule of C5H10O.

Summary:
* highest occupied orbital energy: -8.171 eV
* gap between HOMO and LUMO: 0.3305 hartree
* F_max: 0.0278 hartree/bohr
* spin multiplicity: 1
* SMILES string: CC[C@H]1C[C@H]1O
* electronic energy: -7390.989 eV
* energy above the lowest of the compared OMol25 structures with the same formula, charge and spin: 87.1 kcal per mole

Element x y z (Å)
C: 0.81 -0.40 1.69
C: 1.00 -0.47 0.17
C: 0.23 0.64 -0.46
C: -0.57 0.59 -2.02
C: -1.23 0.53 -0.68
O: -1.77 -0.74 -0.38
H: -0.25 -0.49 1.94
H: 1.17 0.55 2.09
H: 1.35 -1.21 2.19
H: 2.07 -0.42 -0.08
H: 0.62 -1.42 -0.22
H: 0.54 1.66 -0.19
H: 0.53 0.95 -1.84
H: -0.50 -0.43 -2.40
H: -1.87 1.34 -0.35
H: -2.11 -0.68 0.52